Entry 1:
{"formula": "C2H3N5S", "method": "ωB97M-V/def2-TZVPD", "homo_lumo_gap_ev": 7.7140, "e_homo_ha": -0.3273, "relative_energy_kj_mol": 264.3, "symbols": ["S", "N", "N", "N", "N", "N", "C", "C", "H", "H", "H"], "positions_angstrom": [[2.3336, -0.7169, -0.0857], [0.8565, 1.7344, -0.0991], [-0.0672, -1.6504, -0.1719], [-1.8963, -0.2227, -0.0147], [-1.2506, 0.8549, -0.1271], [0.6672, -0.5665, -0.1231], [0.0751, 0.7856, -0.1185], [-1.3601, -1.4263, -0.0175], [2.5225, 0.6826, 0.7100], [0.2991, 2.6418, -0.0980], [-2.1798, -2.1164, 0.1456]]}

=====

Entry 2:
{"formula": "C5H11N", "method": "ωB97M-V/def2-TZVPD", "homo_lumo_gap_ev": 10.6822, "e_homo_ha": -0.3510, "relative_energy_kj_mol": 180.5, "symbols": ["N", "C", "C", "C", "C", "C", "H", "H", "H", "H", "H", "H", "H", "H", "H", "H", "H"], "positions_angstrom": [[-1.3798, -1.8191, -1.4450], [1.5064, 1.3112, 2.4126], [1.9779, 2.5361, 2.5501], [-2.1980, -2.6771, -1.8519], [0.6182, 0.8613, 1.2884], [-0.7922, -0.9306, -2.4599], [-2.4927, -2.8018, -2.9066], [-0.7083, 0.0395, -1.9789], [0.8867, -0.1136, 0.8978], [2.5671, 2.8325, 3.4094], [-0.4087, 0.7941, 1.6465], [1.8359, 3.3308, 1.8256], [0.2404, -1.2521, -2.5884], [-2.6431, -3.3609, -1.1238], [0.6236, 1.6657, 0.5414], [-1.3812, -0.9744, -3.3786], [1.7476, 0.5583, 3.1613]]}

=====

Entry 3:
{"formula": "C52H104O13", "method": "ωB97M-V/def2-TZVPD", "homo_lumo_gap_ev": 9.8477, "e_homo_ha": -0.3441, "relative_energy_kj_mol": 527.7, "symbols": ["O", "O", "O", "O", "O", "O", "O", "O", "O", "O", "O", "O", "O", "C", "C", "C", "C", "C", "C", "C", "C", "C", "C", "C", "C", "C", "C", "C", "C", "C", "C", "C", "C", "C", "C", "C", "C", "C", "C", "C", "C", "C", "C", "C", "C", "C", "C", "C", "C", "C", "C", "C", "C", "C", "C", "C", "C", "C", "C", "C", "C", "C", "C", "C", "C", "H", "H", "H", "H", "H", "H", "H", "H", "H", "H", "H", "H", "H", "H", "H", "H", "H", "H", "H", "H", "H", "H", "H", "H", "H", "H", "H", "H", "H", "H", "H", "H", "H", "H", "H", "H", "H", "H", "H", "H", "H", "H", "H", "H", "H", "H", "H", "H", "H", "H", "H", "H", "H", "H", "H", "H", "H", "H", "H", "H", "H", "H", "H", "H", "H", "H", "H", "H", "H", "H", "H", "H", "H", "H", "H", "H", "H", "H", "H", "H", "H", "H", "H", "H", "H", "H", "H", "H", "H", "H", "H", "H", "H", "H", "H", "H", "H", "H", "H", "H", "H", "H", "H", "H"], "positions_angstrom": [[2.8006, 8.6609, -4.7366], [2.8096, 21.3207, -6.3451], [8.1533, 9.5633, -10.6110], [4.5735, 14.2422, -5.5557], [1.5133, 18.2787, -10.4704], [7.4703, 10.5345, -3.5918], [1.6011, 11.9942, -0.7840], [6.9093, 23.5088, -7.4275], [4.0906, 16.7682, -2.0358], [-0.3295, 13.9295, -10.5697], [6.6935, 21.2952, -1.8123], [0.4498, 15.5654, -6.9016], [8.6907, 14.7145, -4.7710], [1.8445, 11.4914, -2.1140], [-0.0150, 16.9118, -7.1400], [1.7605, 22.4940, -4.8825], [2.1580, 22.2525, -7.1411], [5.0431, 13.4068, -6.5927], [3.6202, 19.1584, -10.1566], [3.4360, 8.3820, -6.9946], [9.4100, 15.6410, -5.5980], [6.2794, 9.0468, -2.1375], [1.0025, 13.9874, -9.8989], [2.3154, 21.0710, -5.0672], [2.9279, 7.7066, -5.7468], [5.1386, 14.2243, -7.9013], [4.3232, 21.2863, -1.7043], [3.2026, 16.8694, -0.9552], [10.0663, 14.7736, -6.6625], [5.1817, 15.6398, -7.2670], [3.3188, 9.9173, -5.2376], [8.7609, 13.3439, -5.2400], [2.1451, 19.4025, -9.7421], [6.0698, 9.2253, -9.5013], [1.5049, 12.5068, -9.8711], [1.1718, 22.8874, -6.2214], [6.4696, 10.4967, -1.5432], [-0.4404, 12.6688, -11.2281], [9.1533, 13.5405, -6.6629], [7.3667, 21.4870, -8.4676], [5.5301, 21.0586, -2.6960], [8.2297, 10.1601, -9.2994], [-1.2131, 16.0866, -5.2273], [4.3470, 15.3829, -2.2818], [0.6806, 13.5400, -2.1866], [4.8797, 21.0126, -0.2620], [7.2435, 9.2536, -8.5775], [6.3631, 20.8846, -0.4918], [3.5595, 15.7353, 0.0733], [4.0222, 14.6803, -0.9138], [2.9952, 9.7528, -6.7383], [-1.4542, 16.8079, -6.5447], [7.9243, 22.7021, -7.7556], [2.1737, 17.8477, -11.6769], [6.5207, 11.2741, -2.8837], [5.7954, 22.7284, -6.9877], [-0.2663, 15.0431, -5.6890], [1.2440, 12.4815, -3.0846], [0.4004, 12.8222, -0.8802], [0.3609, 11.6607, -10.4183], [7.3326, 9.1582, -3.3066], [6.8277, 8.9953, -10.7989], [5.9430, 21.4245, -7.8496], [4.4876, 15.5968, -5.9555], [3.5254, 18.6366, -11.5964], [5.5252, 10.1695, -9.4933], [4.6246, 21.8202, 0.4241], [6.3413, 9.4598, -11.6567], [-2.1042, 15.6213, -4.8058], [-2.1178, 16.3190, -7.2579], [-0.0187, 12.7854, -12.2264], [0.3787, 12.0468, -3.5850], [5.7509, 20.5060, -7.2951], [6.5053, 8.3492, -1.3309], [7.5539, 8.2259, -8.3887], [1.5002, 10.4619, -2.2126], [8.2950, 8.8032, -2.9380], [0.2964, 13.4094, 0.0322], [6.7248, 19.8576, -0.4408], [7.3592, 10.6968, -0.9460], [8.7322, 16.3375, -6.0916], [3.5183, 19.5507, -12.1901], [8.6038, 23.3444, -8.3156], [1.4981, 18.0380, -12.5109], [5.6113, 21.7632, -3.5236], [4.3953, 16.1535, 0.6342], [2.8516, 23.0088, -7.5085], [8.3793, 13.7645, -7.3970], [1.8836, 7.4287, -5.8892], [8.4423, 22.5192, -6.8141], [4.8322, 16.3623, -8.0045], [1.7124, 14.6416, -10.4051], [6.9078, 9.7386, -7.6608], [0.1394, 22.5473, -6.3017], [6.0138, 14.0108, -8.5150], [-0.4960, 12.2036, -0.8360], [-0.6964, 16.7684, -4.5518], [5.3780, 15.2582, -2.6127], [7.8972, 12.6896, -5.1222], [1.6935, 20.3649, -9.9827], [-1.4333, 12.2484, -11.3879], [1.5884, 20.2604, -5.1181], [2.9974, 17.9141, -0.7216], [1.7496, 12.9031, -3.9534], [4.8730, 16.2560, -5.1777], [4.2901, 14.2435, -8.5854], [2.9230, 11.4126, -2.2507], [3.5835, 6.8860, -5.4554], [7.0103, 7.9408, -11.0061], [4.9738, 14.2715, -0.5740], [7.3952, 21.5704, -9.5540], [-0.1950, 14.0315, -2.6107], [3.6302, 10.3468, -7.3957], [4.3935, 12.5496, -6.7698], [2.4585, 12.2588, -10.3372], [0.5707, 17.6914, -6.6527], [9.1683, 10.2012, -8.7468], [6.9003, 12.2948, -2.8390], [0.4348, 14.8595, -4.8748], [4.5242, 8.3187, -7.0034], [6.1946, 15.9319, -6.9898], [10.1463, 15.3040, -7.6114], [2.5643, 23.1760, -4.6051], [7.9419, 20.5909, -8.2346], [2.9797, 7.8735, -7.8438], [9.6975, 12.6481, -6.9722], [2.0974, 19.3036, -8.6577], [3.4380, 20.7075, -1.9675], [5.2930, 8.8272, -2.5459], [-0.9524, 14.2022, -5.7903], [4.3765, 18.0901, -12.0028], [11.0915, 14.5000, -6.4130], [5.7427, 22.5746, -5.9099], [5.6315, 11.3353, -3.5111], [0.7984, 10.8577, -11.0116], [7.9963, 11.2220, -9.3769], [3.4295, 15.8581, -5.9708], [5.1249, 21.4593, -8.5690], [1.0412, 22.6117, -4.0721], [3.7260, 15.0050, -3.0941], [4.0116, 18.4251, -9.4515], [1.3349, 14.3860, -1.9762], [-1.8562, 17.8204, -6.5095], [3.3586, 13.8292, -1.0664], [10.2076, 16.2054, -5.1149], [9.6409, 12.8509, -4.8268], [5.6034, 10.7563, -0.9346], [5.4592, 8.3907, -9.1568], [0.8241, 14.4668, -8.9364], [4.2447, 20.0400, -10.3011], [4.3731, 9.8588, -4.9671], [4.8743, 23.1976, -7.3338], [-0.0755, 17.1447, -8.2031], [2.4158, 16.7893, -11.5806], [4.4966, 20.1365, 0.2613], [2.7758, 10.8077, -4.9207], [6.8820, 8.5275, -4.0730], [1.9882, 9.8743, -7.1374], [2.2028, 16.5965, -1.2926], [6.0529, 13.0966, -6.3238], [5.6637, 20.0262, -3.0188], [-0.1826, 11.1122, -9.6489], [1.6392, 21.7745, -7.9721], [3.1681, 20.7825, -4.4526], [6.9037, 21.5039, 0.2240], [1.2184, 23.9757, -6.2613], [1.5660, 12.2369, -8.8168], [4.0668, 22.3370, -1.8399], [2.7672, 15.4768, 0.7758]]}

=====

Entry 4:
{"formula": "C44H34BrF6N6OP2Ru", "method": "ωB97M-V/def2-TZVPD", "homo_lumo_gap_ev": [6.1488, 5.2120], "multiplicity": 6, "s_squared": 8.84, "e_homo_ha": [-0.4323, -0.4947], "charge": 2, "symbols": ["Ru", "Br", "P", "P", "F", "F", "F", "F", "F", "F", "O", "N", "N", "N", "N", "N", "N", "C", "C", "C", "C", "C", "C", "C", "C", "C", "C", "C", "C", "C", "C", "C", "C", "C", "C", "C", "C", "C", "C", "C", "C", "C", "C", "C", "C", "C", "C", "C", "C", "C", "C", "C", "C", "C", "C", "C", "C", "C", "C", "C", "C", "H", "H", "H", "H", "H", "H", "H", "H", "H", "H", "H", "H", "H", "H", "H", "H", "H", "H", "H", "H", "H", "H", "H", "H", "H", "H", "H", "H", "H", "H", "H", "H", "H", "H"], "positions_angstrom": [[0.8142, 0.4746, -0.6301], [-9.9561, 0.2607, 3.4712], [0.8655, -1.6435, -1.7326], [-2.6053, 1.0431, -1.8661], [-2.9813, 1.2725, -0.3094], [-2.0343, 0.6975, -3.3386], [-3.5047, -0.2664, -1.9037], [-1.3017, 0.0076, -1.2537], [-1.4775, 2.2154, -1.7494], [-3.7066, 2.0157, -2.3964], [0.5333, 2.4193, -0.0581], [1.1386, 1.1326, -2.5351], [-4.2252, 1.8717, 4.1028], [-3.5516, 2.7287, 3.4734], [0.5879, -0.9856, -3.2791], [2.6153, 0.6916, 0.2056], [-0.1624, 0.1680, 1.1599], [2.3129, 1.3672, 3.8586], [-0.4785, -0.9554, 1.7818], [1.3580, 2.4270, -2.7936], [3.1918, -2.8933, -0.9327], [-7.4102, 0.3100, 4.7761], [0.4851, 2.2136, -5.0110], [0.6716, 0.3513, -3.5269], [3.7209, 1.1361, -0.4495], [-0.3894, 2.5021, 0.8248], [-2.5395, -3.8394, -2.3076], [4.0341, 0.6966, -1.7544], [-1.4138, -1.0005, 2.8062], [-2.4624, 2.6132, 2.7515], [4.2201, -3.8149, -1.0365], [-8.1702, 0.8309, 3.7214], [-0.4152, -2.9300, -1.6613], [3.6692, -0.5770, 3.4947], [-1.9947, 3.7825, 2.1035], [5.6937, 2.5416, -0.4892], [-6.3339, 2.2051, 3.0308], [3.4900, -0.4500, 2.1321], [-0.9720, 3.7400, 1.2006], [-1.6218, -2.8040, -2.3487], [0.3110, 0.8728, -4.7785], [2.7084, 0.5877, 1.6090], [-7.6255, 1.7954, 2.8655], [2.5136, -3.3829, -3.1948], [3.5593, -4.2810, -3.3028], [4.3922, -4.5144, -2.2201], [-6.1063, 0.6923, 4.9359], [-1.7794, 1.3510, 2.5354], [-2.0684, 0.1606, 3.1923], [-0.1571, -4.0767, -0.9065], [5.9986, 2.0838, -1.7668], [2.1379, 1.5119, 2.4937], [-2.2712, -4.9878, -1.5788], [-5.5193, 1.6214, 4.0432], [4.5915, 2.0593, 0.1758], [1.0576, 3.0002, -4.0084], [-1.0812, -5.1053, -0.8732], [5.1624, 1.1622, -2.3915], [-0.7949, 1.3162, 1.5148], [3.0742, 0.3243, 4.3625], [2.3323, -2.6868, -2.0031], [3.2251, 0.2320, 5.4236], [1.2581, 4.0439, -4.1814], [6.8894, 2.4321, -2.2649], [4.8698, -4.0064, -0.1967], [3.9610, -1.1488, 1.4565], [0.1745, 2.6522, -5.9455], [3.0369, -2.3233, -0.0244], [-2.4771, 4.7196, 2.3378], [3.4147, -0.0645, -2.2166], [1.6195, 2.3780, 2.1126], [5.4158, 0.7949, -3.3751], [0.1271, -1.5478, -3.9886], [3.7094, -4.8256, -4.2222], [1.8554, -3.2421, -4.0391], [0.0408, -1.8510, 1.4639], [-7.8561, -0.3908, 5.4620], [-0.8687, -6.0053, -0.3130], [-8.2202, 2.2148, 2.0710], [0.7781, -4.1718, -0.3689], [5.1738, -5.2524, -2.2989], [-5.5180, 0.3043, 5.7519], [-0.1461, 0.2261, -5.5089], [1.7785, 3.0101, -1.9859], [-0.6070, 4.6388, 0.7312], [-2.8021, 0.1335, 3.9858], [-3.4647, -3.7426, -2.8539], [4.3498, 2.4173, 1.1639], [-1.8600, -1.9094, -2.9051], [-5.8796, 2.9312, 2.3763], [-2.9884, -5.7928, -1.5569], [4.3015, -1.3644, 3.8740], [-1.6333, -1.9377, 3.2863], [1.8961, 2.1020, 4.5309], [6.3164, 3.2853, -0.0168]]}